No. 1
# C20H23N5O4

An isolated molecule of C20H23N5O4 at a distorted geometry (the ωB97M-V functional and the def2-TZVPD basis, the OMol25 dataset).

Properties
Spin multiplicity: 1
Energy relative to the best compared isomer or geometry (same formula, charge and spin) in kcal/mol: 91.3
Structure (SMILES): CCOc1ccc(-c2nnn(CC(=O)Nc3cccc(OC)c3)n2)cc1OCC
Net charge: 0
Frontier orbital gap in eV: 8.73

Each atom is followed by the atoms it is bonded to, with distances in Å.
Geometry (Å):
1 O 6.38 -2.69 0.38  C11 1.407, C22 1.360
2 O -5.83 -2.07 0.67  C21 1.418, C23 1.359
3 O 3.29 3.18 0.27  C26 1.208
4 O -5.25 0.69 1.19  C12 1.414, C28 1.370
5 N 0.75 1.24 -1.18  N6 1.316, N7 1.312, C24 1.427
6 N 1.11 0.04 -1.58  N5 1.316, N8 1.285
7 N -0.47 1.27 -0.70  N5 1.312, C20 1.335
8 N 0.12 -0.75 -1.36  N6 1.285, C20 1.350
9 N 3.44 1.03 -0.48  C26 1.347, C29 1.403, H35 1.020
10 C 6.84 -0.60 1.31  C14 1.378, C22 1.397, H49 1.078
11 C 5.57 -3.54 -0.40  O1 1.407, H30 1.095, H39 1.089, H41 1.095
12 C -5.03 2.08 1.31  O4 1.414, C17 1.526, H46 1.094, H48 1.096
13 C -2.15 -0.51 -0.43  C20 1.443, C25 1.393, C27 1.390
14 C 6.55 0.74 1.51  C10 1.378, C15 1.386, H32 1.079
15 C 5.43 1.31 0.93  C14 1.386, C29 1.387, H50 1.076
16 C 4.88 -0.82 -0.06  C22 1.387, C29 1.395, H36 1.080
17 C -5.24 2.83 0.00  C12 1.526, H34 1.087, H42 1.088, H52 1.086
18 C -3.73 -2.29 -0.26  C23 1.395, C27 1.377, H43 1.079
19 C -7.50 -0.75 -0.54  C21 1.525, H31 1.088, H44 1.087, H47 1.086
20 C -0.86 0.00 -0.82  N7 1.335, N8 1.350, C13 1.443
21 C -7.06 -1.36 0.78  O2 1.418, C19 1.525, H33 1.094, H38 1.093
22 C 6.01 -1.39 0.52  O1 1.360, C10 1.397, C16 1.387
23 C -4.67 -1.45 0.33  O2 1.359, C18 1.395, C28 1.413
24 C 1.60 2.38 -1.24  N5 1.427, C26 1.551, H37 1.091, H51 1.095
25 C -3.08 0.35 0.16  C13 1.393, C28 1.385, H45 1.077
26 C 2.88 2.24 -0.37  O3 1.208, N9 1.347, C24 1.551
27 C -2.48 -1.85 -0.63  C13 1.390, C18 1.377, H40 1.078
28 C -4.33 -0.10 0.56  O4 1.370, C23 1.413, C25 1.385
29 C 4.60 0.53 0.15  N9 1.403, C15 1.387, C16 1.395
30 H 5.52 -3.21 -1.44  C11 1.095
31 H -7.54 -1.51 -1.32  C19 1.088
32 H 7.20 1.34 2.12  C14 1.079
33 H -7.77 -2.13 1.09  C21 1.094
34 H -4.53 2.50 -0.76  C17 1.087
35 H 2.94 0.34 -1.05  N9 1.020
36 H 4.22 -1.40 -0.68  C16 1.080
37 H 1.04 3.25 -0.88  C24 1.091
38 H -7.00 -0.60 1.56  C21 1.093
39 H 6.06 -4.52 -0.36  C11 1.089
40 H -1.76 -2.51 -1.08  C27 1.078
41 H 4.56 -3.62 0.01  C11 1.095
42 H -6.25 2.67 -0.36  C17 1.088
43 H -4.01 -3.32 -0.41  C18 1.079
44 H -6.80 0.02 -0.86  C19 1.087
45 H -2.78 1.37 0.32  C25 1.077
46 H -5.77 2.41 2.05  C12 1.094
47 H -8.48 -0.30 -0.43  C19 1.086
48 H -4.03 2.28 1.73  C12 1.096
49 H 7.71 -1.05 1.75  C10 1.078
50 H 5.20 2.35 1.09  C15 1.076
51 H 1.92 2.55 -2.27  C24 1.095
52 H -5.09 3.90 0.16  C17 1.086

Atom charges from the natural (NBO) analysis, given in e for atoms 1 to 6: number 1, O, carries -0.5079; number 2, O, carries -0.4953; number 3, O, carries -0.5892; number 4, O, carries -0.5266; number 5, N, carries 0.0128; number 6, N, carries -0.0792

=====

No. 2
# C20H23NO3

An isolated molecule of C20H23NO3 (the ωB97M-V functional and the def2-TZVPD basis, the OMol25 dataset).

Properties
Spin multiplicity: 1
Energy relative to the best compared isomer or geometry (same formula, charge and spin) in kcal/mol: 40.4
Structure (SMILES): O=C(c1ccccc1)c1ccc(OC[C@@H](O)CN2CCCC2)cc1
Net charge: 0
Frontier orbital gap in eV: 8.78

Each atom is followed by the atoms it is bonded to, with distances in Å.
Geometry (Å):
1 O 1.99 1.07 2.21  C17 1.414, H47 0.963
2 O -2.77 -3.49 -1.42  C11 1.217
3 O -0.18 2.10 -0.07  C13 1.354, C15 1.405
4 N 2.46 2.33 -1.24  C5 1.451, C7 1.436, C10 1.457
5 C 2.45 1.74 -2.56  N4 1.451, C12 1.522, H30 1.105, H43 1.091
6 C -4.13 -3.52 3.08  C9 1.383, C18 1.386, H37 1.080
7 C 2.51 1.39 -0.15  N4 1.436, C17 1.536, H31 1.112, H41 1.093
8 C 3.78 3.71 -2.68  C10 1.537, C12 1.530, H34 1.088, H38 1.091
9 C -3.67 -2.87 1.95  C6 1.383, C14 1.393, H27 1.080
10 C 3.48 3.37 -1.21  N4 1.457, C8 1.537, H25 1.102, H28 1.094
11 C -2.63 -2.95 -0.34  O2 1.217, C14 1.488, C22 1.478
12 C 2.70 2.95 -3.46  C5 1.522, C8 1.530, H39 1.088, H45 1.089
13 C -0.72 0.86 -0.04  O3 1.354, C16 1.400, C20 1.393
14 C -3.10 -3.61 0.91  C9 1.393, C11 1.488, C23 1.393
15 C 0.58 2.60 1.01  O3 1.405, C17 1.546, H26 1.097, H40 1.092
16 C -1.42 0.49 -1.19  C13 1.400, C19 1.374, H33 1.079
17 C 2.00 2.02 1.15  O1 1.414, C7 1.536, C15 1.546, H42 1.101
18 C -4.04 -4.90 3.19  C6 1.386, C24 1.386, H35 1.080
19 C -2.02 -0.74 -1.28  C16 1.374, C22 1.398, H44 1.080
20 C -0.64 -0.04 1.03  C13 1.393, C21 1.382, H46 1.078
21 C -1.27 -1.26 0.94  C20 1.382, C22 1.393, H29 1.080
22 C -1.97 -1.63 -0.20  C11 1.478, C19 1.398, C21 1.393
23 C -3.03 -4.99 1.02  C14 1.393, C24 1.382, H36 1.080
24 C -3.49 -5.63 2.15  C18 1.386, C23 1.382, H32 1.080
25 H 4.39 3.03 -0.69  C10 1.102
26 H 0.06 2.46 1.96  C15 1.097
27 H -3.76 -1.80 1.86  C9 1.080
28 H 3.09 4.24 -0.67  C10 1.094
29 H -1.18 -1.96 1.77  C21 1.080
30 H 3.25 0.99 -2.70  C5 1.105
31 H 3.53 1.00 0.02  C7 1.112
32 H -3.42 -6.71 2.23  C24 1.080
33 H -1.46 1.19 -2.01  C16 1.079
34 H 3.75 4.78 -2.87  C8 1.088
35 H -4.40 -5.40 4.07  C18 1.080
36 H -2.61 -5.55 0.19  C23 1.080
37 H -4.58 -2.95 3.88  C6 1.080
38 H 4.77 3.33 -2.96  C8 1.091
39 H 3.01 2.68 -4.46  C12 1.088
40 H 0.65 3.67 0.80  C15 1.092
41 H 1.87 0.54 -0.40  C7 1.093
42 H 2.67 2.85 1.43  C17 1.101
43 H 1.48 1.27 -2.74  C5 1.091
44 H -2.55 -1.04 -2.17  C19 1.080
45 H 1.79 3.55 -3.51  C12 1.089
46 H -0.07 0.21 1.91  C20 1.078
47 H 2.85 0.64 2.26  O1 0.963

Atom charges from the natural (NBO) analysis, given in e for atoms 1 to 6: number 1, O, carries -0.7268; number 2, O, carries -0.5420; number 3, O, carries -0.4841; number 4, N, carries -0.4437; number 5, C, carries -0.2100; number 6, C, carries -0.2384

=====

No. 3
# C20H23NO3S3

An isolated molecule of C20H23NO3S3 at a distorted geometry (the ωB97M-V functional and the def2-TZVPD basis, the OMol25 dataset).

Properties
Spin multiplicity: 1
Structure (SMILES): O=S1(=O)C[C@H](CCCSC(=S)N(c2ccccc2)c2ccccc2)CCO1
Net charge: 0
Frontier orbital gap in eV: 8.03

Each atom is followed by the atoms it is bonded to, with distances in Å.
Geometry (Å):
1 S 0.16 -1.33 -0.98  C11 1.807, C23 1.788
2 S 2.03 -3.04 1.97  O4 1.438, O5 1.426, O6 1.596, C14 1.811
3 S 1.58 -0.91 -3.47  C23 1.622
4 O 2.61 -4.23 2.54  S2 1.438
5 O 2.60 -2.61 0.74  S2 1.426
6 O 2.15 -1.88 3.06  S2 1.596, C16 1.456
7 N 0.23 1.08 -2.42  C10 1.452, C12 1.448, C23 1.411
8 C -1.60 -1.55 1.60  C20 1.545, C21 1.534, H33 1.091, H39 1.084
9 C -3.06 2.38 -0.06  C18 1.395, C25 1.387, H44 1.078
10 C 1.36 1.99 -2.46  N7 1.452, C15 1.386, C17 1.391
11 C -1.64 -1.51 -0.99  S1 1.807, C21 1.539, H29 1.084, H35 1.087
12 C -0.84 1.51 -1.54  N7 1.448, C13 1.390, C27 1.393
13 C -0.74 1.69 -0.17  C12 1.390, C18 1.389, H43 1.076
14 C 0.26 -3.39 1.79  S2 1.811, C20 1.553, H37 1.083, H45 1.084
15 C 2.23 2.19 -1.40  C10 1.386, C22 1.388, H48 1.078
16 C 1.18 -2.12 4.12  O6 1.456, C24 1.504, H49 1.087, H50 1.082
17 C 1.58 2.68 -3.65  C10 1.391, C19 1.388, H46 1.077
18 C -1.84 2.12 0.56  C9 1.395, C13 1.389, H31 1.080
19 C 2.62 3.58 -3.76  C17 1.388, C26 1.387, H36 1.079
20 C -0.77 -2.49 2.51  C8 1.545, C14 1.553, C24 1.537, H34 1.086
21 C -2.17 -2.15 0.31  C8 1.534, C11 1.539, H40 1.089, H42 1.086
22 C 3.27 3.09 -1.51  C15 1.388, C26 1.392, H41 1.079
23 C 0.60 -0.28 -2.35  S1 1.788, S3 1.622, N7 1.411
24 C -0.14 -1.60 3.60  C16 1.504, C20 1.537, H30 1.088, H47 1.088
25 C -3.17 2.20 -1.43  C9 1.387, C27 1.392, H38 1.079
26 C 3.47 3.81 -2.69  C19 1.387, C22 1.392, H32 1.078
27 C -2.07 1.77 -2.16  C12 1.393, C25 1.392, H28 1.079
28 H -2.15 1.64 -3.23  C27 1.079
29 H -2.16 -0.57 -1.14  C11 1.084
30 H -0.86 -1.45 4.40  C24 1.088
31 H -1.77 2.28 1.63  C18 1.080
32 H 4.28 4.52 -2.77  C26 1.078
33 H -2.46 -1.26 2.20  C8 1.091
34 H -1.48 -3.14 3.02  C20 1.086
35 H -1.94 -2.13 -1.83  C11 1.087
36 H 2.75 4.13 -4.69  C19 1.079
37 H 0.19 -4.39 2.21  C14 1.083
38 H -4.09 2.41 -1.96  C25 1.079
39 H -1.06 -0.63 1.42  C8 1.084
40 H -1.98 -3.22 0.24  C21 1.089
41 H 3.94 3.26 -0.68  C22 1.079
42 H -3.25 -2.03 0.28  C21 1.086
43 H 0.19 1.49 0.34  C13 1.076
44 H -3.91 2.74 0.50  C9 1.078
45 H 0.10 -3.49 0.73  C14 1.084
46 H 0.91 2.51 -4.48  C17 1.077
47 H 0.05 -0.62 3.19  C24 1.088
48 H 2.11 1.64 -0.48  C15 1.078
49 H 1.16 -3.17 4.37  C16 1.087
50 H 1.51 -1.52 4.96  C16 1.082

Atom charges from the natural (NBO) analysis, given in e for atoms 1 to 6: number 1, S, carries 0.2493; number 2, S, carries 2.3674; number 3, S, carries 0.0498; number 4, O, carries -0.9536; number 5, O, carries -0.9101; number 6, O, carries -0.6898